A 2-piece molecular cluster, C27H53BF7NO5P overall in a non-equilibrium geometry. Source: OMol25; level of theory: wB97M-V/def2-TZVPD.

Geometry as XYZ:
```
95
Properties=species:S:1:pos:R:3
C -3.4887 0.0284 -0.0527
C -2.8590 1.2792 0.8617
C -1.7777 2.0380 -0.1086
C -0.1949 1.7933 0.3077
C 0.2508 0.2203 0.3830
C 1.3698 -0.2290 -0.7652
C 0.4364 -0.2947 -2.1121
C -0.5410 -1.6506 -2.1788
C 1.3149 -0.2069 -3.5341
C 0.8162 1.0933 -4.4602
C 1.0907 2.5436 -3.7488
O 2.4228 0.8371 -0.8595
B 3.6822 0.6356 -0.0710
P 3.6503 1.1904 1.8070
N 4.7077 0.2742 2.6839
C 5.0807 1.3039 -0.6139
F 4.9478 2.7904 -0.3789
F 6.2876 0.9038 0.1894
C 5.3659 1.1428 -2.2177
F 4.2441 1.6728 -3.0794
F 6.5274 2.0619 -2.5228
C 5.8301 -0.3443 -2.7130
F 5.9630 -1.3635 -1.6505
F 7.1989 -0.2239 -3.3408
F 4.9213 -0.7305 -3.8339
O 3.6190 -0.8566 0.1251
C 2.3407 -1.4826 -0.3549
C 1.9707 -2.4392 0.9278
O 2.3037 -1.8137 2.2517
C 1.9184 -2.8663 3.2188
C 1.4507 -2.3097 4.6878
C 1.9977 -0.8182 5.0825
C 2.9131 -2.5158 -1.4866
C 2.0018 -3.8493 -1.7531
C 1.8131 -4.1134 -3.3949
C 2.7286 -5.2502 -1.1963
H -2.8357 -0.9493 0.0100
H -3.5058 0.3347 -1.2060
H -4.5820 -0.2535 0.2550
H -3.7270 1.9521 1.2648
H -2.2278 0.7523 1.7211
H -1.9709 3.2083 0.0334
H -1.9160 1.8363 -1.2579
H 0.4391 2.4648 -0.4097
H -0.0690 2.2671 1.3949
H -0.7387 -0.4470 0.3242
H 0.6499 0.0478 1.4938
H -0.3354 0.6121 -2.2064
H -0.3144 -2.3339 -3.1010
H -0.4734 -2.1819 -1.1382
H -1.6809 -1.3133 -2.2988
H 2.4694 -0.1471 -3.3556
H 1.1276 -1.1528 -4.2300
H -0.3119 1.0162 -4.7802
H 1.4853 1.0436 -5.4422
H 0.0698 3.1256 -3.7368
H 1.4965 2.4952 -2.6518
H 1.8906 3.1218 -4.4008
H 2.3689 1.0064 2.4255
H 4.0337 2.5651 1.9903
H 4.1631 -0.2431 3.4329
H 2.5719 -3.4691 0.9433
H 0.8388 -2.7220 0.8253
H 1.0309 -3.5586 2.8290
H 2.8379 -3.5743 3.3836
H 0.2722 -2.3371 4.8632
H 1.8971 -3.0700 5.4915
H 3.1579 -0.8509 5.3258
H 1.4711 -0.4083 6.0432
H 1.7346 -0.0944 4.1970
H 3.9585 -2.9131 -1.0677
H 3.1533 -2.0431 -2.5295
H 0.9393 -3.8376 -1.2623
H 0.7423 -4.5955 -3.5300
H 1.9862 -3.1475 -4.0335
H 2.5777 -4.9227 -3.8075
H 2.1387 -5.5595 -0.2325
H 2.6463 -6.1347 -1.9673
H 3.8502 -5.0825 -0.8840
C -9.6880 3.5372 2.7893
O -8.7664 4.3480 2.0659
C -7.5113 4.4774 2.7423
C -6.4576 3.5381 2.1490
O -6.7948 2.1676 2.3725
C -7.3740 1.5580 1.2231
H -10.5001 3.2566 2.1126
H -9.2224 2.6229 3.1691
H -10.1056 4.1109 3.6211
H -7.6321 4.3076 3.8178
H -7.1794 5.5140 2.6030
H -5.5019 3.7185 2.6547
H -6.3108 3.7348 1.0786
H -6.5882 1.3270 0.4968
H -8.1287 2.1976 0.7550
H -7.8535 0.6264 1.5326
```

Properties
* charge: -1

***

C27H53F3N11Zr as an isolated structure. Source: OMol25; level of theory: wB97M-V/def2-TZVPD.

Geometry as XYZ:
```
95
Properties=species:S:1:pos:R:3
Zr -0.1112 -0.2160 0.0102
C 2.3072 1.9942 -1.3958
N 2.2852 0.9552 -2.4014
C 2.1350 1.4333 -3.7737
C 2.3583 -0.3502 -2.0993
N 1.8163 -0.8183 -0.9354
C 2.4957 -2.0213 -0.3974
C 2.2167 -2.1581 1.0837
N 0.7510 -1.9774 1.2790
C 0.2855 -1.4177 2.5903
C 1.5837 0.7876 2.1034
N 0.4604 1.4356 1.3918
C 0.2149 2.7402 1.7011
N 1.1645 3.5518 2.2189
C 0.8347 4.5441 3.2460
C 2.5516 3.6174 1.7732
N -0.9846 3.3001 1.4807
C -1.1146 4.7208 1.1448
C -2.2646 2.6454 1.6988
C 0.0892 -3.2861 0.9485
C -1.2955 -3.1614 0.3221
N -1.3256 -1.9878 -0.5614
C -2.3888 -1.9782 -1.4312
N -3.6288 -2.2669 -1.0135
C -4.6164 -2.9579 -1.8503
C -4.0986 -1.9208 0.3212
N -2.1814 -1.7174 -2.7223
C -0.9268 -2.0531 -3.3822
C -3.1912 -1.1149 -3.5943
N 3.0035 -1.1371 -2.9759
C 2.6399 -2.5158 -3.2910
C 4.1518 -0.6468 -3.7493
H 3.0593 2.7390 -1.6641
H 2.5749 1.5561 -0.4407
H 1.3403 2.5005 -1.3166
H 1.3076 2.1438 -3.7951
H 1.8965 0.6064 -4.4362
H 3.0338 1.9376 -4.1296
H 3.5744 -1.9528 -0.5519
H 2.1643 -2.9261 -0.9051
H 2.7729 -1.4180 1.6419
H 2.5293 -3.1380 1.4508
H 0.2004 -2.2058 3.3455
H -1.5481 -1.7376 1.8301
H 2.2778 0.3886 1.3568
H 2.1658 1.5126 2.6630
H -0.1485 4.3442 3.6616
H 0.8708 5.5626 2.8582
H 1.5704 4.4556 4.0456
H 2.7418 2.8997 0.9862
H 3.2386 3.4366 2.6022
H 2.7523 4.6174 1.3837
H -0.1631 5.1223 0.8098
H -1.4816 5.3053 1.9887
H -1.8364 4.8071 0.3331
H -2.1195 1.5975 1.9101
H -2.9064 2.7657 0.8284
H -2.7593 3.1103 2.5548
H 0.0651 -3.9097 1.8456
H 0.7379 -3.7793 0.2305
H -2.0805 -3.1588 1.0897
H -1.4802 -4.0762 -0.2465
H -4.1251 -3.4333 -2.6938
H -5.3928 -2.2817 -2.2071
H -5.0838 -3.7324 -1.2432
H -3.4200 -1.2000 0.7712
H -4.2059 -2.8031 0.9556
H -5.0778 -1.4496 0.2332
H -0.3246 -2.6574 -2.7123
H -0.3815 -1.1521 -3.6637
H -1.1474 -2.6274 -4.2827
H -3.9752 -0.6571 -2.9999
H -3.6202 -1.8459 -4.2794
H -2.7030 -0.3344 -4.1759
H 1.6512 -2.7469 -2.9132
H 3.3676 -3.2236 -2.8917
H 2.6228 -2.6220 -4.3758
H 4.5429 0.2651 -3.3089
H 3.8921 -0.4710 -4.7932
H 4.9281 -1.4104 -3.7118
C -0.4015 0.5012 4.9381
C -1.6862 0.1751 4.3335
C -1.9543 -0.4045 3.1703
N -1.0505 -0.9260 2.1812
C 1.2081 -0.3176 3.1203
C 0.8113 0.2948 4.4345
H -0.4589 0.9595 5.9176
H -2.5607 0.4517 4.9096
H -2.9875 -0.5512 2.8823
H 2.1494 -0.8289 3.3429
H 1.6598 0.6042 5.0356
F -1.4798 2.5600 -1.4837
C -1.9551 1.4437 -1.8373
F -0.3418 0.5701 -1.9239
F -2.0669 0.7217 -0.3981
```

Properties
* charge: +3

***

A 5-piece molecular cluster, C27H53NO5 overall in a non-equilibrium geometry. Source: OMol25; level of theory: wB97M-V/def2-TZVPD.

Geometry as XYZ:
```
86
Properties=species:S:1:pos:R:3
C -4.5463 1.9297 5.0903
C -4.8188 1.7207 3.9379
N -5.1274 1.6873 2.6068
C -4.0935 1.0077 1.7482
C -4.5987 -0.4033 1.4209
C -3.7824 -1.2117 0.4113
C -2.3874 -1.7371 0.8776
C -2.2503 -3.2108 0.4345
C -2.1169 -1.6541 2.3787
C -3.8702 1.9016 0.5174
O -2.7019 2.6969 0.6005
C -1.5200 1.9391 0.4197
C -1.2585 1.5748 -1.0501
C 0.2413 1.4720 -1.3928
C 0.8384 0.0659 -1.1461
C 1.7293 -0.1100 0.0637
C 1.7591 0.7594 1.1458
C 2.5612 0.5317 2.2591
C 3.3837 -0.5872 2.3038
C 3.3815 -1.4512 1.2172
C 2.5693 -1.2273 0.1177
H -4.4505 2.0808 6.1373
H -6.0261 1.2289 2.4936
H -3.2043 0.9787 2.3714
H -4.7028 -0.9569 2.3558
H -5.6143 -0.2997 1.0176
H -3.6466 -0.6635 -0.5211
H -4.3822 -2.0888 0.1527
H -1.6182 -1.1911 0.3269
H -2.2623 -3.2646 -0.6562
H -3.1248 -3.7654 0.7836
H -1.3413 -3.6562 0.8346
H -1.1866 -2.1901 2.5858
H -1.9511 -0.6391 2.7379
H -2.8903 -2.1488 2.9674
H -3.8628 1.3446 -0.4246
H -4.7100 2.5935 0.4655
H -0.7008 2.5745 0.7546
H -1.5290 1.0326 1.0368
H -1.7022 2.3685 -1.6568
H -1.7210 0.6272 -1.3383
H 0.8206 2.2557 -0.9055
H 0.3235 1.6625 -2.4665
H -0.0094 -0.6178 -1.0234
H 1.3603 -0.2937 -2.0337
H 1.1460 1.6508 1.1306
H 2.5233 1.2444 3.0733
H 3.9994 -0.7512 3.1781
H 4.0376 -2.3142 1.2300
H 2.6151 -1.9394 -0.6989
C 3.1222 5.6194 -2.3543
C 1.8105 5.1949 -1.7215
O 2.0126 4.3251 -0.6114
H 3.6872 4.7449 -2.6782
H 2.9502 6.2653 -3.2166
H 3.7394 6.1641 -1.6360
H 1.2046 4.6380 -2.4356
H 1.2370 6.0715 -1.4026
H 2.5345 4.7956 0.0459
C 4.0136 -6.6490 -0.1980
C 3.8156 -5.1501 -0.3276
O 4.6292 -4.4263 0.5833
H 3.7890 -6.9732 0.8187
H 3.3676 -7.1925 -0.8899
H 5.0509 -6.9162 -0.4107
H 2.7835 -4.8802 -0.1013
H 4.0347 -4.8266 -1.3528
H 5.5494 -4.6446 0.3804
C -6.0434 4.8534 -1.7461
C -7.4249 4.8429 -1.1195
O -7.6533 3.6593 -0.3584
H -5.9120 3.9835 -2.3908
H -5.8835 5.7563 -2.3373
H -5.2742 4.8087 -0.9708
H -8.1955 4.8660 -1.8889
H -7.5615 5.7198 -0.4779
H -6.9957 3.6307 0.3447
C 8.7299 -4.4255 -2.7032
C 7.3393 -4.1648 -2.1597
O 7.1687 -4.7242 -0.8559
H 8.9290 -5.4968 -2.7413
H 8.8389 -4.0128 -3.7066
H 9.4880 -3.9704 -2.0614
H 6.5860 -4.6334 -2.7911
H 7.1325 -3.0909 -2.1254
H 7.8191 -4.3185 -0.2728
```

Properties
* charge: 0

***

A 11-piece molecular cluster, C27H54Br12O5 overall in a non-equilibrium geometry. Source: OMol25; level of theory: wB97M-V/def2-TZVPD.

Geometry as XYZ:
```
98
Properties=species:S:1:pos:R:3
C 11.1527 -9.7410 19.3816
C 11.5844 -11.2022 19.6700
O 12.7291 -11.5536 19.8446
C 10.4666 -12.2216 19.5607
H 11.9537 -9.2534 18.8269
H 10.9515 -9.1529 20.2831
H 10.2416 -9.7472 18.7823
H 9.7732 -12.0967 20.3954
H 10.8972 -13.2158 19.5340
H 9.8932 -12.0497 18.6453
C 6.2283 -10.0206 21.7994
C 7.6369 -10.1884 22.2644
O 8.5421 -10.0612 21.4630
C 7.8612 -10.4477 23.7226
H 5.6287 -9.3336 22.4068
H 5.7535 -11.0080 21.8027
H 6.2613 -9.6844 20.7811
H 7.6690 -9.5071 24.2517
H 8.8914 -10.7455 23.8849
H 7.1567 -11.2080 24.0677
C 6.9844 -1.3688 18.7605
C 7.6940 -2.5667 18.2307
O 7.0918 -3.5857 17.9600
C 9.1880 -2.4710 18.0758
H 7.3060 -1.1832 19.7923
H 5.9084 -1.5154 18.7108
H 7.2631 -0.4931 18.1621
H 9.6699 -2.4810 19.0598
H 9.4810 -1.5844 17.5235
H 9.5313 -3.3682 17.5540
C 8.5047 -4.2209 14.4015
C 7.0495 -4.4829 13.9696
O 6.5907 -4.2395 12.8723
C 6.2286 -5.1171 15.0806
H 9.0303 -5.1687 14.1988
H 8.6302 -4.0205 15.4663
H 8.9510 -3.4542 13.7804
H 6.8224 -5.8476 15.6327
H 5.3566 -5.5729 14.6070
H 5.9060 -4.3052 15.7433
C 7.5953 -4.5426 21.2376
C 7.6189 -5.8412 22.0464
O 6.6030 -6.3302 22.4893
C 8.8794 -6.6363 22.1990
H 8.2228 -3.7511 21.6431
H 6.5486 -4.2361 21.2245
H 7.8917 -4.7579 20.2011
H 9.7616 -6.0097 22.3105
H 9.0288 -7.2594 21.3048
H 8.7970 -7.3062 23.0523
Br 4.8445 -12.1900 19.4107
C 5.4162 -12.2464 17.5157
C 6.9209 -12.5998 17.3950
Br 7.1667 -14.4698 18.0639
H 5.1231 -11.2955 17.0741
H 4.8069 -13.0417 17.1030
H 7.5566 -11.9263 17.9642
H 7.1854 -12.6034 16.3388
Br 3.1080 -3.6284 19.9398
C 3.7300 -4.6777 18.4155
C 3.0174 -4.2795 17.1368
Br 3.2244 -2.3449 16.7366
H 3.5844 -5.7306 18.6466
H 4.7826 -4.4506 18.3165
H 1.9460 -4.4269 17.1542
H 3.4395 -4.7955 16.2807
Br 4.9134 -8.0825 19.2476
C 6.4575 -7.2748 18.2580
C 7.7533 -8.0409 18.6435
Br 9.3622 -6.9993 18.0866
H 6.4581 -6.2288 18.5375
H 6.2366 -7.3605 17.1989
H 7.7281 -8.9764 18.0755
H 7.8495 -8.2891 19.6973
Br 14.9948 -6.2375 17.5655
C 13.9332 -4.9907 18.6630
C 12.7195 -5.8108 19.1885
Br 11.5814 -4.7490 20.4087
H 13.5878 -4.1586 18.0561
H 14.5641 -4.6143 19.4610
H 13.0632 -6.6738 19.7434
H 12.0729 -6.1553 18.3894
Br 5.8522 -11.0070 13.3513
C 7.4555 -9.8021 13.3565
C 7.4164 -9.0125 14.6728
Br 8.9980 -7.9101 14.9057
H 7.4402 -9.1862 12.4601
H 8.2846 -10.5009 13.3010
H 7.3814 -9.7071 15.5080
H 6.5856 -8.3202 14.6897
Br 3.2934 -7.6691 24.1836
C 2.9253 -7.2246 22.2921
C 1.4417 -7.3423 22.0065
Br 1.2046 -6.6181 20.1744
H 3.4659 -7.9571 21.7099
H 3.3295 -6.2413 22.1163
H 0.8776 -6.6704 22.6330
H 1.0651 -8.3581 22.1176
```

Properties
* charge: 0
* energy relative to the best compared isomer or geometry (same formula, charge and spin): 0.039 eV

***

A 2-piece molecular cluster, C27H54N3O3 overall in a non-equilibrium geometry. Source: OMol25; level of theory: wB97M-V/def2-TZVPD.

Geometry as XYZ:
```
87
Properties=species:S:1:pos:R:3
C 1.3027 -2.5253 4.2842
C 0.6478 -3.4195 3.2710
N 0.6746 -2.9417 1.8807
C 2.0169 -2.9488 1.2921
C 2.1699 -4.0426 0.2628
C 3.5937 -4.5822 0.1247
C 4.7009 -3.5257 0.0562
C 5.1376 -3.2155 -1.3592
C 4.1925 -2.2948 -2.0934
C 3.9908 -0.9311 -1.4454
C 5.2207 -0.2655 -0.8760
C 4.8652 0.7652 0.2147
C 4.8384 2.2266 -0.2168
C 4.2759 2.5002 -1.5847
C 2.7696 2.3569 -1.6145
N 2.0810 3.5306 -1.1594
C 1.7038 3.7534 0.0978
C 1.1013 4.8844 0.1635
C 1.0958 5.4071 -1.1376
C 1.6964 4.5868 -1.8913
C 0.0542 -1.7058 1.7524
O 0.5640 -0.6037 1.8763
O -1.3046 -1.8178 1.4835
H 0.8374 -1.5610 4.3214
H 2.3349 -2.3501 4.0709
H 1.2111 -2.9482 5.2638
H -0.3767 -3.5761 3.5594
H 1.1083 -4.3849 3.2988
H 2.2059 -2.0151 0.8132
H 2.7854 -3.0303 2.0344
H 1.7973 -3.7401 -0.6999
H 1.5397 -4.8507 0.5859
H 3.7648 -5.3104 0.8925
H 3.6260 -5.1182 -0.8033
H 4.4563 -2.6242 0.5864
H 5.5660 -3.9353 0.5422
H 5.2573 -4.1220 -1.9157
H 6.1094 -2.7594 -1.3230
H 3.2319 -2.7777 -2.0921
H 4.4684 -2.2332 -3.1278
H 3.1934 -1.0142 -0.7309
H 3.6257 -0.2846 -2.2227
H 5.8891 -0.9613 -0.4036
H 5.7745 0.2151 -1.6561
H 3.9449 0.4613 0.6816
H 5.6156 0.6854 0.9752
H 5.8086 2.6642 -0.0954
H 4.1997 2.7483 0.4730
H 4.4792 3.5284 -1.8183
H 4.7100 1.9140 -2.3733
H 2.4649 2.1935 -2.6329
H 2.4200 1.5114 -1.0561
H 1.9435 3.0210 0.8354
H 0.6876 5.2949 1.0454
H 0.6573 6.3324 -1.4129
H 1.8648 4.7060 -2.9333
H -1.3998 -1.6696 0.5414
C -5.3836 -0.2596 1.8469
C -5.4920 1.1033 1.1964
N -4.5031 1.3635 0.0883
C -3.1257 1.2745 0.6711
C -4.6336 2.7924 -0.3847
C -5.9358 3.1973 -1.0588
C -4.5367 0.3563 -1.0345
C -5.8453 0.0730 -1.7449
O -6.8094 -0.4381 -0.8562
C -8.1609 -0.1760 -1.2285
H -4.4369 -0.3965 2.3682
H -6.1725 -0.3461 2.5914
H -5.5137 -1.0744 1.1404
H -5.3074 1.8798 1.9399
H -6.4866 1.2625 0.8003
H -3.0655 1.9473 1.5204
H -2.4114 1.5673 -0.0931
H -2.9302 0.2533 0.9788
H -3.7980 2.9704 -1.0581
H -4.4841 3.3983 0.5061
H -5.9368 2.9482 -2.1164
H -6.0220 4.2814 -1.0081
H -6.8237 2.7788 -0.5899
H -4.1693 -0.5706 -0.6003
H -3.8061 0.7101 -1.7614
H -5.6228 -0.6923 -2.4991
H -6.2159 0.9428 -2.2841
H -8.2556 0.0703 -2.2860
H -8.5583 0.6480 -0.6272
H -8.7490 -1.0660 -1.0218
```

Properties
* charge: +1
* energy relative to the best compared isomer or geometry (same formula, charge and spin): 0.738 eV

***

Number 1: electronic energy -69562.528 eV, molecular weight 646.495 u, HOMO-LUMO gap 5.80 eV. Number 2: electronic energy -54660.299 eV, molecular weight 680.016 u, HOMO-LUMO gap 8.26 eV. Number 3: electronic energy -40582.811 eV, molecular weight 471.723 u, HOMO-LUMO gap 9.17 eV. Number 4: electronic energy -879622.898 eV, molecular weight 1417.572 u, HOMO-LUMO gap 9.38 eV. Number 5: electronic energy -39479.599 eV, molecular weight 468.747 u, HOMO-LUMO gap 7.96 eV.